Version i
C2H3N3O | ωB97M-V/def2-TZVPD

The geometry in ORCA input format:
```
! wB97M-V def2-TZVPD RIJCOSX def2/J DEFGRID3
* xyz 0 1
O -0.01724 2.06763 0.09587
N 0.07614 0.67385 0.25244
C -0.05483 -0.19302 -0.78156
C 0.11155 -1.39999 -0.14056
N 0.57899 -1.21641 1.05000
N 0.62286 0.08602 1.29213
H -0.79752 2.22803 0.57425
H -0.35013 0.12021 -1.76380
H -0.16982 -2.36632 -0.57877
*
```

Computed properties:
HOMO energy = -0.365 hartree
Kohn-Sham gap = 0.3905 hartree
LUMO level = 0.684 eV
SMILES = On1ccnn1

Version ii
C2H3N3O | ωB97M-V/def2-TZVPD

The geometry in ORCA input format:
```
! wB97M-V def2-TZVPD RIJCOSX def2/J DEFGRID3
* xyz 0 1
H -1.20467 1.47315 1.32019
N -0.35088 1.06052 0.94678
C -0.64405 0.15640 0.11880
O -1.88472 -0.25896 -0.19617
N 0.32389 -0.59230 -0.63460
C 1.64919 -0.45598 -0.15403
N 1.51233 0.33947 -1.09131
H -1.79871 -0.94641 -0.87656
H 2.32045 -0.88482 0.58444
*
```

Computed properties:
HOMO energy = -0.380 hartree
Kohn-Sham gap = 0.4121 hartree
LUMO level = 0.876 eV
SMILES = [H]/N=C(\O)N1C=N1

Winner for stability: version ii

Version i
C2H3N3O | ωB97M-V/def2-TZVPD

The geometry in ORCA input format:
```
! wB97M-V def2-TZVPD RIJCOSX def2/J DEFGRID3
* xyz 0 1
H 2.48476 -0.46982 0.23176
N 1.81128 -0.06901 0.84949
C 0.65990 -0.06262 0.33275
N -0.07424 -0.70366 -0.64209
N -1.30369 -0.07148 -0.91108
C -1.45514 0.56690 0.22670
O -0.37864 0.58800 0.93471
H 0.47681 -0.95848 -1.60855
H -2.22104 1.18018 0.58630
*
```

Computed properties:
HOMO energy = -0.333 hartree
Kohn-Sham gap = 0.3613 hartree
LUMO level = 0.759 eV
SMILES = [H]/N=c1\[nH]nco1

Version ii
C2H3N3O | ωB97M-V/def2-TZVPD

The geometry in ORCA input format:
```
! wB97M-V def2-TZVPD RIJCOSX def2/J DEFGRID3
* xyz 0 1
O -1.97267 -0.53371 0.12089
C -0.73264 -0.05790 0.08904
N 0.13876 -0.95528 -0.31313
C 1.30397 -0.29680 -0.27952
N 1.22438 0.95238 0.11644
N -0.12416 1.10159 0.35761
H -1.58508 -1.40553 -0.20482
H 2.21364 -0.79905 -0.56724
H -0.46619 1.99431 0.68074
*
```

Computed properties:
HOMO energy = -0.351 hartree
Kohn-Sham gap = 0.3808 hartree
LUMO level = 0.801 eV
SMILES = Oc1ncn[nH]1

Winner for stability: version ii